Run i
DFT (ωB97M-V with the def2-TZVPD basis set) results for a cluster of 2 separate species, C6H14 in total.

Last column: natural (NBO) charge in e.
Atoms and positions in Å:
C1 -1.373 1.169 -0.076  -0.4106
C2 -0.421 0.602 -0.799  -0.1575
C3 -0.700 -0.459 -1.822  -0.4419
C4 -0.707 0.108 -3.237  -0.5958
H1 -1.143 1.962 0.624  0.1984
H2 -2.366 0.738 -0.053  0.1907
H3 0.603 0.962 -0.766  0.1925
H4 -0.024 -1.314 -1.735  0.2064
H5 -1.680 -0.889 -1.591  0.1983
H6 0.259 0.534 -3.511  0.2024
H7 -0.936 -0.669 -3.968  0.2087
H8 -1.451 0.900 -3.317  0.2083
C5 1.967 -0.424 3.265  -0.6054
C6 0.870 -0.766 2.273  -0.6049
H9 1.567 -0.172 4.248  0.2003
H10 2.536 0.450 2.943  0.2001
H11 2.666 -1.250 3.413  0.2014
H12 0.147 0.035 2.155  0.2091
H13 1.293 -0.958 1.285  0.1982
H14 0.340 -1.681 2.534  0.2012

As for the net charge: 0. Its SMILES is C=CCC.CC. The spin multiplicity is 1.

---

Run ii
DFT (ωB97M-V with the def2-TZVPD basis set) results for a cluster of 2 separate species, C6H14 in total.

Last column: natural (NBO) charge in e.
Atoms and positions in Å:
C1 -2.303 1.152 -0.594  -0.6528
C2 -0.799 1.063 -0.657  -0.2318
C3 -0.076 -0.002 -0.291  0.0613
C4 -0.723 -1.282 0.158  -0.6716
C5 1.439 0.019 -0.407  -0.4393
C6 2.275 -0.871 0.520  -0.6089
H1 -2.696 1.016 0.426  0.2122
H2 -2.655 2.128 -0.942  0.2183
H3 -2.771 0.385 -1.222  0.2149
H4 -0.261 1.955 -0.981  0.1962
H5 -0.138 -1.822 0.911  0.2202
H6 -1.729 -1.131 0.562  0.2225
H7 -0.810 -1.929 -0.722  0.2265
H8 1.788 1.055 -0.309  0.2120
H9 1.654 -0.286 -1.437  0.2134
H10 2.042 -1.933 0.394  0.2023
H11 3.337 -0.748 0.272  0.2146
H12 2.156 -0.624 1.581  0.2079
H13 -0.214 0.969 1.446  0.0288
H14 0.082 0.618 2.047  -0.0466

As for the net charge: 0. Its SMILES is C/C=C(\C)CC.[H][H]. The spin multiplicity is 1.

---

Which of them is most stable? Easy: run i.

---

Run i
DFT (ωB97M-V with the def2-TZVPD basis set) results for a cluster of 2 separate species, C6H14 in total.

Last column: natural (NBO) charge in e.
Atoms and positions in Å:
C1 -2.832 -0.307 1.256  -0.4218
C2 -2.557 0.341 0.073  -0.1581
C3 -1.982 -0.294 -1.171  -0.6616
H1 -3.697 0.103 1.801  0.1946
H2 -2.721 -1.345 1.441  0.1865
H3 -2.865 1.331 0.086  0.1923
H4 -2.789 -0.307 -1.913  0.2256
H5 -1.676 -1.494 -1.083  0.2197
H6 -1.178 0.354 -1.653  0.2231
C4 2.354 1.272 -0.605  -0.6132
C5 1.495 0.100 -0.098  -0.4042
C6 2.166 -0.873 0.907  -0.6131
H7 3.120 0.996 -1.298  0.2066
H8 1.651 1.973 -1.026  0.2089
H9 2.840 1.816 0.237  0.2038
H10 0.524 0.498 0.332  0.2044
H11 1.158 -0.649 -0.903  0.1980
H12 1.556 -1.841 1.080  0.2051
H13 2.261 -0.520 1.949  0.2019
H14 3.173 -1.153 0.590  0.2017

As for the net charge: 0. Its SMILES is C=CC.CCC. The spin multiplicity is 1.

---

Run ii
DFT (ωB97M-V with the def2-TZVPD basis set) results for a structure of composition C6H14.

Last column: natural (NBO) charge in e.
Atoms and positions in Å:
C1 0.748 -1.799 0.615  -0.6828
C2 0.043 -0.500 0.882  -0.1046
C3 1.700 0.907 0.646  -0.7138
C4 -1.009 -0.085 -0.123  -0.2996
C5 -1.519 1.333 0.140  -0.5986
C6 -0.683 -0.287 -1.615  -0.6148
H1 0.008 -2.610 0.710  0.2326
H2 1.181 -1.893 -0.393  0.1909
H3 1.531 -1.993 1.353  0.2194
H4 0.659 0.350 1.417  0.2622
H5 1.780 0.782 -0.425  0.2135
H6 2.582 0.511 1.161  0.2139
H7 1.552 1.964 0.910  0.2165
H8 -1.839 -0.778 0.115  0.2234
H9 -0.764 2.074 -0.151  0.1997
H10 -1.738 1.472 1.205  0.2170
H11 -2.427 1.544 -0.435  0.2076
H12 -0.410 -1.322 -1.848  0.2076
H13 -1.546 -0.028 -2.240  0.2110
H14 0.149 0.358 -1.925  0.1987

As for the net charge: 0. The spin multiplicity is 1.

---

Which of them is most stable? Easy: run i.

---

Run i
DFT (ωB97M-V with the def2-TZVPD basis set) results for a cluster of 11 separate species, C2H25O11 in total.

Last column: natural (NBO) charge in e.
Atoms and positions in Å:
C1 -25.425 16.373 -5.973  -0.6238
C2 -24.320 16.460 -6.871  -0.0743
O1 -23.219 16.142 -6.148  -0.9877
H1 -25.466 15.429 -5.419  0.2159
H2 -26.323 16.437 -6.606  0.1762
H3 -25.375 17.144 -5.257  0.1968
H4 -24.322 17.501 -7.240  0.1232
H5 -24.383 15.777 -7.752  0.1162
O2 -20.856 17.389 -5.985  -0.9616
H6 -20.750 17.206 -5.071  0.4385
H7 -21.732 16.981 -6.002  0.4915
O3 -26.200 14.769 -2.471  -0.9702
H8 -25.424 15.182 -2.894  0.4923
H9 -26.908 14.880 -3.066  0.4524
O4 -24.450 12.439 -4.146  -0.9803
H10 -23.993 11.628 -4.385  0.4521
H11 -24.277 13.075 -4.850  0.4998
O5 -22.027 15.230 -8.223  -0.9579
H12 -22.709 15.515 -7.617  0.4855
H13 -22.422 14.520 -8.731  0.4428
O6 -23.782 13.523 -6.531  -1.0227
H14 -24.583 13.555 -7.091  0.4799
H15 -23.532 14.419 -6.315  0.4956
O7 -22.686 18.672 -8.545  -0.9385
H16 -22.974 18.202 -7.748  0.4767
H17 -22.859 18.043 -9.244  0.4603
O8 -25.953 13.555 -7.952  -0.9217
H18 -25.872 12.792 -8.516  0.4781
H19 -26.236 14.265 -8.526  0.4844
O9 -23.339 18.630 -4.519  -0.9594
H20 -24.188 19.002 -4.210  0.4732
H21 -23.572 17.944 -5.137  0.4735
O10 -23.872 15.620 -3.510  -1.0075
H22 -23.161 15.136 -3.095  0.4841
H23 -23.486 15.947 -4.344  0.5243
O11 -24.918 18.062 -2.286  -0.9559
H24 -24.651 17.253 -2.653  0.4891
H25 -24.223 18.209 -1.655  0.4592

As for the net charge: -1. The spin multiplicity is 1.

---

Run ii
DFT (ωB97M-V with the def2-TZVPD basis set) results for a cluster of 11 separate species, C2H25O11 in total.

Last column: natural (NBO) charge in e.
Atoms and positions in Å:
O1 -1.720 -0.537 -2.053  -0.8243
H1 -0.868 -0.392 -1.541  0.5798
H2 -2.568 -0.838 -1.418  0.6012
H3 -1.308 -1.216 -2.622  0.5548
C1 0.408 0.163 -0.109  -0.3304
O2 0.061 -1.253 -0.203  -1.0737
H4 0.975 0.503 -0.894  0.1643
H5 1.044 -0.046 0.823  0.1731
H6 -0.637 0.733 -0.071  0.1606
C2 -3.484 2.307 -0.353  -0.3221
O3 -4.141 3.530 -0.753  -1.0127
H7 -2.565 2.201 -0.831  0.1164
H8 -4.225 1.610 -0.501  0.1280
H9 -3.598 2.523 0.804  0.1365
O4 1.361 -2.400 -2.336  -0.9608
H10 1.208 -1.963 -1.524  0.4841
H11 2.280 -2.010 -2.330  0.4558
O5 -0.134 -4.121 0.119  -1.0198
H12 -0.481 -4.696 0.821  0.4756
H13 -0.132 -3.097 0.231  0.5321
O6 2.483 -1.885 0.809  -0.9239
H14 2.183 -2.789 1.034  0.4873
H15 1.834 -1.568 0.433  0.4527
O7 -0.572 3.024 1.259  -0.9773
H16 0.356 2.792 1.501  0.4778
H17 -1.110 2.127 1.098  0.4698
O8 2.381 1.121 -3.401  -0.9401
H18 1.997 2.032 -3.397  0.4742
H19 2.520 0.984 -4.365  0.4672
O9 2.000 -0.519 3.181  -0.9641
H20 2.263 -0.860 2.333  0.4691
H21 1.719 0.254 2.677  0.4585
O10 -2.200 -0.916 1.483  -0.9493
H22 -1.411 -0.907 1.062  0.4759
H23 -2.147 -0.225 2.088  0.4649
O11 1.715 2.054 2.287  -0.9487
H24 2.171 2.640 2.964  0.5023
H25 2.335 1.657 1.700  0.4852

As for the net charge: -1. The spin multiplicity is 1.

---

Which of them is most stable? Easy: run i.

---

Run i
DFT (ωB97M-V with the def2-TZVPD basis set) results for a cluster of 2 separate species, H5NO in total.

Last column: natural (NBO) charge in e.
Atoms and positions in Å:
N1 -0.486 1.055 0.875  -1.0813
H1 -1.428 0.789 0.572  0.3605
H2 -0.096 1.656 0.142  0.3583
H3 -0.594 1.637 1.712  0.3637
O1 0.956 -2.088 -0.990  -0.9476
H4 0.957 -1.712 -1.899  0.4655
H5 0.691 -1.338 -0.411  0.4809

As for the net charge: 0. Its SMILES is N.O. The spin multiplicity is 1.

---

Run ii
DFT (ωB97M-V with the def2-TZVPD basis set) results for a cluster of 2 separate species, H5NO in total.

Last column: natural (NBO) charge in e.
Atoms and positions in Å:
N1 0.000 0.000 0.000  -1.0534
H1 0.760 0.636 0.263  0.3655
H2 -0.853 0.565 -0.063  0.3564
H3 0.206 -0.335 -0.946  0.3320
O1 1.596 0.338 -2.861  -0.9301
H4 0.867 -0.245 -2.551  0.4563
H5 1.191 0.886 -3.570  0.4732

As for the net charge: 0. Its SMILES is N.O. The spin multiplicity is 1.

---

Which of them is most stable? Easy: run i.

---

Run i
DFT (ωB97M-V with the def2-TZVPD basis set) results for a structure of composition CH3Co2FNO6P.

Last column: Löwdin spin population.
Atoms and positions in Å:
Co1 -2.172 1.858 0.847  2.6767
Co2 0.893 2.018 1.032  2.6881
P1 -0.530 -0.067 1.929  0.0090
O1 -1.738 -0.065 0.961  0.1163
O2 -0.689 1.536 2.118  0.2674
O3 0.878 0.134 1.354  0.1063
O4 -0.869 -0.355 3.395  0.0422
F1 -0.556 2.328 -0.394  0.0909
C1 0.029 -1.189 -1.573  0.0000
N1 1.485 -0.889 -1.683  -0.0001
O5 2.253 -1.816 -1.781  0.0010
O6 1.826 0.272 -1.598  0.0021
H1 -0.478 -0.231 -1.576  -0.0003
H2 -0.142 -1.686 -0.624  0.0004
H3 -0.191 -1.848 -2.407  0.0000

The expectation value of S² is 12.016. As for the net charge: 0. The spin multiplicity is 7.

---

Run ii
DFT (ωB97M-V with the def2-TZVPD basis set) results for a structure of composition CH3Co2FNO6P.

Last column: Löwdin spin population.
Atoms and positions in Å:
Co1 -1.538 7.609 -4.452  2.6875
Co2 1.180 9.130 -4.043  2.6855
P1 -1.173 10.204 -4.008  0.0125
O1 -2.034 9.353 -4.999  0.1363
O2 -0.610 8.929 -3.196  0.2316
O3 -1.868 10.881 -2.880  0.0301
O4 0.236 10.737 -4.428  0.1273
F1 0.378 7.689 -5.226  0.0887
C1 1.108 7.264 -8.339  0.0002
N1 0.976 5.835 -8.008  0.0001
O5 -0.006 5.237 -8.368  0.0001
O6 1.860 5.332 -7.354  0.0001
H1 1.261 7.309 -9.415  0.0000
H2 1.926 7.720 -7.795  0.0001
H3 0.216 7.821 -8.065  0.0000

The expectation value of S² is 12.016. As for the net charge: 0. The spin multiplicity is 7.

---

Which of them is most stable? Easy: run ii.